# C7H8N2

One molecule with the formula C7H8N2 (wB97M-V/def2-TZVPD, OMol25).

```
17
Properties=species:S:1:pos:R:3:forces:R:3
C 2.84526 -1.66420 -0.65859 -0.84 0.59 0.24
C 1.92836 -1.19986 -0.03006 -0.61 0.40 0.27
C 0.90078 -0.54855 0.88019 -0.91 0.17 -1.91
C -0.54481 -0.44645 0.37741 1.01 -1.26 0.35
C -1.72481 -0.40824 0.14741 0.82 -0.21 0.17
C -3.13444 -0.52885 -0.17326 -0.50 0.83 -0.40
C 1.22545 0.93725 1.11235 -0.04 -0.19 1.60
N 1.01263 1.95244 0.37462 0.99 0.37 -0.30
N 0.59794 1.89040 -0.90290 0.20 1.57 -1.26
H 3.61630 -1.95703 -1.32106 0.21 -0.25 -0.01
H 0.88301 -1.18677 1.78080 0.05 0.81 -0.06
H -3.70038 0.39692 0.14015 0.44 -1.16 -0.21
H -3.21468 -0.61318 -1.27323 -0.21 -0.01 0.49
H -3.52594 -1.44975 0.28406 -0.14 0.49 -0.11
H 1.50662 1.13969 2.16135 -0.01 0.23 -0.71
H 0.46611 0.99313 -1.32215 0.08 -0.42 -0.36
H 0.86259 2.69305 -1.57708 -0.54 -1.94 2.20
```
Positions in Å, forces in eV/Å.

Values from the calculation:
strongest force on any atom: 0.0581 Eh/bohr
2S+1: 1
net charge: 0
E_LUMO: 0.88 eV
relative energy (zero: lowest compared OMol25 entry of this formula, charge and spin): 470.1 kJ/mol
calculated total energy: -380.8446 hartree
SMILES: C#C[C@H](C#CC)/C=N\N

---

# C11H19FeN4O3PS

C11H19FeN4O3PS as an isolated structure (wB97M-V/def2-TZVPD, OMol25).

```
40
Properties=species:S:1:pos:R:3:forces:R:3
Fe -0.16208 2.28642 0.28333 1.45 -2.34 -0.14
C -1.43722 6.31892 0.32814 1.05 -0.68 -0.95
C -1.34686 4.82046 0.16963 4.51 -0.19 0.53
N -0.14942 4.18416 0.30647 -0.88 2.54 -0.15
N 1.15248 4.70078 0.48503 -0.43 0.54 -0.46
C 2.25686 3.96129 0.12605 -1.50 -0.91 0.16
N 3.44320 4.50573 0.21834 0.48 1.90 0.32
S 2.05457 2.29471 -0.36253 0.07 0.62 0.24
C -2.40484 3.84152 -0.00643 -4.16 0.21 0.74
C -3.82030 4.22143 -0.06600 1.93 0.43 1.03
C -4.76706 3.18162 -0.10819 0.93 0.83 -0.28
C -4.29356 1.89034 -0.24414 -2.75 -0.71 -0.90
C -2.98574 1.59536 -0.20407 1.45 -0.22 0.95
N -2.07598 2.53656 0.08062 -0.37 0.15 -1.39
H -1.71636 6.41049 1.39496 0.06 0.76 -0.51
H -2.11787 6.80417 -0.40376 0.12 -0.37 0.83
H -0.39014 6.70848 0.08437 -1.54 -0.20 0.69
H 1.33769 5.62899 0.83694 -0.53 0.23 0.05
H 3.62309 5.53131 0.43620 -0.43 -1.92 -0.38
H 4.26502 3.93923 0.04353 -0.11 0.02 -0.03
H -4.07571 5.30926 0.13936 0.15 -1.58 -0.75
H -5.83305 3.34461 -0.09983 -0.06 0.30 0.08
H -5.00591 1.07155 -0.44563 0.41 0.52 0.31
H -2.65386 0.56709 -0.26484 0.15 0.04 0.01
C 3.20680 -7.93484 0.96639 0.47 0.17 -0.46
O 2.80807 -6.60766 0.52572 0.49 -0.26 0.30
P 1.34603 -5.95891 0.67136 -0.53 -0.49 1.31
O 0.79455 -6.36203 -0.80645 0.07 0.56 -0.40
C -0.58593 -6.09314 -1.05179 -0.30 -0.39 -1.34
O 1.70718 -4.37167 0.54937 0.97 -0.16 -0.57
C 2.52505 -3.96005 -0.57481 -0.95 0.90 -0.39
H 3.97681 -7.86044 1.76021 -0.52 0.21 -0.42
H 3.68462 -8.36376 0.06646 -0.37 -0.17 0.63
H 2.38674 -8.57397 1.33840 0.15 0.49 -0.35
H -0.72023 -6.04705 -2.16829 0.19 -0.13 1.05
H -0.93714 -5.11596 -0.66943 0.20 -0.57 0.21
H -1.15808 -6.96128 -0.68093 -0.12 0.70 0.00
H 3.00140 -2.98124 -0.38291 -0.09 -0.62 0.40
H 1.80392 -3.76769 -1.38030 0.41 -0.21 -0.22
H 3.26324 -4.69481 -0.89055 -0.08 -0.01 0.22
```
Positions in Å, forces in eV/Å.

Values from the calculation:
strongest force on any atom: 0.0883 Eh/bohr
2S+1: 5
net charge: +2
E_LUMO (spin up / spin down): -8.64 / -8.93 eV
relative energy (zero: lowest compared OMol25 entry of this formula, charge and spin): 0.0 kJ/mol
calculated total energy: -2877.9478 hartree
⟨S²⟩: 6.013